Record 1
# C52H88O29

13 unconnected molecules or ions with the total composition C52H88O29 (wB97M-V/def2-TZVPD, the OMol25 dataset).

```
169
Properties=species:S:1:pos:R:3:lowdin_charge:R:1
C 1.921 -3.425 4.313 -0.164
C 1.096 -4.622 3.815 -0.164
C -0.149 -4.700 4.720 -0.147
O -0.129 -3.389 5.382 -0.166
C 1.217 -3.141 5.607 -0.248
H 1.811 -2.601 3.647 0.071
H 2.967 -3.724 4.346 0.114
H 1.660 -5.548 3.938 0.109
H 0.865 -4.506 2.758 0.095
H -0.138 -5.477 5.473 0.111
H -1.023 -4.755 4.007 0.128
H 1.651 -3.803 6.403 0.139
H 1.215 -2.086 5.855 0.104
C -6.037 -1.715 1.057 -0.161
C -5.541 -2.906 0.225 -0.137
C -3.960 -2.760 0.155 -0.141
O -3.718 -1.453 0.753 -0.149
C -4.927 -0.745 0.820 -0.249
H -6.185 -1.964 2.109 0.114
H -6.947 -1.339 0.637 0.104
H -5.857 -2.847 -0.805 0.102
H -5.881 -3.833 0.687 0.104
H -3.580 -2.779 -0.903 0.117
H -3.505 -3.583 0.684 0.097
H -5.202 -0.102 -0.060 0.143
H -4.758 -0.135 1.644 0.089
C 4.423 -0.114 -3.764 -0.148
C 3.411 -0.381 -2.632 -0.152
C 2.074 -0.679 -3.349 -0.136
O 2.171 -0.135 -4.721 -0.161
C 3.559 -0.268 -5.039 -0.179
H 5.269 -0.794 -3.672 0.104
H 4.892 0.856 -3.665 0.093
H 3.309 0.447 -1.958 0.068
H 3.836 -1.260 -2.139 0.092
H 1.260 -0.200 -2.861 0.086
H 1.880 -1.794 -3.408 0.127
H 3.911 0.511 -5.711 0.118
H 3.531 -1.284 -5.470 0.131
C 5.605 -3.688 0.360 -0.113
C 4.747 -2.626 1.116 -0.149
C 3.400 -3.283 1.181 -0.226
O 3.186 -4.065 0.017 -0.174
C 4.488 -4.203 -0.666 -0.140
H 5.942 -4.531 1.019 0.118
H 6.475 -3.314 -0.143 0.092
H 4.673 -1.733 0.497 0.097
H 5.108 -2.302 2.100 0.113
H 2.546 -2.621 1.185 0.100
H 3.402 -3.926 2.049 0.102
H 4.460 -3.484 -1.474 0.085
H 4.587 -5.214 -1.132 0.125
C 1.912 6.241 -1.925 -0.144
C 1.378 5.296 -0.893 -0.195
C -0.132 5.400 -0.964 -0.200
O -0.375 5.611 -2.354 -0.149
C 0.599 6.526 -2.765 -0.208
H 2.676 5.903 -2.588 0.087
H 2.303 7.111 -1.379 0.110
H 1.699 5.393 0.177 0.125
H 1.550 4.234 -1.083 0.085
H -0.515 6.339 -0.399 0.147
H -0.599 4.549 -0.555 0.088
H 0.252 7.558 -2.501 0.121
H 0.711 6.481 -3.859 0.117
C -0.516 3.712 2.782 0.001
C 0.642 3.202 3.639 -0.215
C 0.346 3.164 5.161 -0.065
O 0.745 1.833 5.515 0.067
C 0.953 1.072 4.424 -0.563
O 0.953 -0.164 4.483 0.084
O 0.895 1.756 3.329 0.087
H -0.521 4.823 2.838 0.109
H -1.423 3.232 3.148 0.076
H -0.290 3.452 1.734 0.073
H 1.615 3.701 3.569 0.151
H -0.690 3.341 5.490 0.131
H 1.011 3.820 5.698 0.125
C 0.472 -4.081 -1.667 -0.008
C -0.154 -5.028 -2.634 -0.343
C -1.625 -4.714 -2.879 -0.109
O -1.785 -4.917 -4.248 0.080
C -0.601 -4.930 -4.849 -0.559
O -0.497 -4.917 -6.044 0.144
O 0.386 -4.931 -3.920 0.103
H 1.497 -4.371 -1.420 0.075
H -0.167 -4.094 -0.772 0.098
H 0.509 -3.115 -2.147 0.073
H -0.048 -6.081 -2.274 0.166
H -1.807 -3.627 -2.734 0.109
H -2.342 -5.282 -2.306 0.134
C -2.654 -0.039 -7.283 -0.016
C -2.280 -1.206 -6.394 -0.328
C -0.757 -1.506 -6.389 -0.026
O -0.524 -1.750 -4.952 0.049
C -1.616 -1.405 -4.254 -0.560
O -1.742 -1.494 -3.068 0.105
O -2.699 -1.055 -5.031 0.075
H -3.756 0.086 -7.273 0.092
H -2.269 -0.339 -8.289 0.108
H -2.121 0.845 -6.908 0.074
H -2.771 -2.201 -6.676 0.171
H -0.075 -0.690 -6.624 0.102
H -0.505 -2.415 -6.985 0.139
C -3.202 -2.144 6.172 0.002
C -2.375 -0.870 5.873 -0.277
C -2.135 -0.621 4.418 -0.088
O -2.230 0.825 4.330 0.030
C -2.891 1.263 5.441 -0.621
O -3.257 2.402 5.567 0.123
O -3.175 0.297 6.225 0.118
H -4.193 -2.050 5.666 0.101
H -3.390 -2.246 7.269 0.100
H -2.562 -2.917 5.819 0.053
H -1.420 -0.772 6.448 0.175
H -2.928 -1.051 3.787 0.142
H -1.056 -0.910 4.202 0.124
C -5.081 5.192 2.630 -0.020
C -4.825 3.747 2.460 -0.314
C -5.899 2.996 1.684 -0.068
O -5.157 2.502 0.544 0.006
C -3.801 2.783 0.606 -0.552
O -3.097 2.459 -0.261 0.186
O -3.612 3.541 1.701 0.075
H -5.939 5.359 3.301 0.108
H -5.388 5.628 1.728 0.072
H -4.205 5.693 2.996 0.087
H -4.634 3.223 3.423 0.151
H -6.702 3.629 1.132 0.169
H -6.241 2.171 2.257 0.112
C -0.881 2.248 -3.154 0.009
C -0.257 2.861 -4.387 -0.238
C 1.293 3.118 -4.429 -0.041
O 1.580 2.849 -5.818 0.047
C 0.635 1.948 -6.261 -0.612
O 0.688 1.303 -7.239 0.158
O -0.388 1.859 -5.436 0.053
H -1.403 2.958 -2.567 0.053
H -0.100 1.822 -2.469 0.082
H -1.643 1.455 -3.367 0.106
H -0.867 3.674 -4.799 0.158
H 1.805 2.359 -3.884 0.109
H 1.601 4.152 -4.161 0.129
C -0.146 -1.765 1.426 -0.005
C -0.372 -0.598 0.511 -0.305
C -1.015 0.634 1.025 -0.085
O -0.234 1.671 0.527 0.071
C 0.818 1.221 -0.052 -0.620
O 1.607 1.897 -0.649 0.113
O 0.889 -0.122 0.042 0.090
H 0.463 -2.477 0.856 0.059
H -1.116 -2.317 1.613 0.106
H 0.384 -1.395 2.344 0.088
H -0.820 -0.964 -0.473 0.172
H -0.998 0.713 2.107 0.119
H -2.014 0.823 0.622 0.121
C 5.616 1.584 -0.447 -0.010
C 5.343 1.871 1.046 -0.224
C 3.924 1.543 1.585 -0.102
O 4.079 0.976 2.894 0.052
C 5.383 0.468 2.910 -0.538
O 5.760 -0.277 3.783 0.133
O 6.123 0.920 1.887 0.078
H 6.667 1.572 -0.756 0.091
H 5.116 2.264 -1.122 0.084
H 5.264 0.568 -0.628 0.064
H 5.602 2.889 1.286 0.140
H 3.497 0.878 0.899 0.092
H 3.248 2.387 1.622 0.125
```

## Properties
E ... -4216.14919 Ha
LUMO level ... 0.01210 Ha
ΔE to the lowest compared entry with this formula, charge and spin ... 0.00 kcal/mol

---

Record 2
# C4H11N2O

A gas-phase ion, C4H11N2O (charge -1) (wB97M-V/def2-TZVPD, the OMol25 dataset).

```
18
Properties=species:S:1:pos:R:3:lowdin_charge:R:1
C 0.485 0.922 -0.213 -0.252
N 1.676 0.342 0.403 -0.068
C 1.588 -0.780 1.420 -0.583
O 2.027 -1.931 0.947 -0.335
C -0.849 0.147 -0.145 -0.486
C -1.849 0.823 -1.056 -0.110
N -0.637 -1.241 -0.565 0.041
H 0.310 1.914 0.238 0.093
H 0.692 1.160 -1.244 0.094
H 2.290 0.027 -0.336 0.072
H 2.139 -0.365 2.298 0.066
H 0.514 -0.844 1.726 0.070
H -1.129 0.211 0.913 0.114
H -1.557 0.690 -2.099 0.069
H -1.946 1.889 -0.838 0.062
H -2.845 0.406 -0.914 0.059
H -1.252 -1.878 -0.087 0.060
H 0.341 -1.492 -0.445 0.036
```

## Properties
E ... -343.73855 Ha
LUMO level ... 0.14649 Ha
ΔE to the lowest compared entry with this formula, charge and spin ... 20.47 kcal/mol
Total charge ... -1